Record 1
Formula: C36H99N3O24
Source: the OMol25 dataset
Level of theory: ωB97M-V with the def2-TZVPD basis set

Geometry as XYZ:
```
162
Properties=species:S:1:pos:R:3:forces:R:3:mulliken_charge:R:1
C -17.258 -13.097 -25.509 -0.56 0.88 0.39 -0.55
O -17.195 -14.350 -24.853 0.81 0.23 -0.65 -0.40
C -15.893 -14.691 -24.405 0.55 -0.80 -0.32 -0.17
C -14.928 -15.437 -25.344 1.29 0.85 -1.21 -0.26
N -14.351 -14.602 -26.458 -0.46 0.21 -0.29 -0.13
C -13.268 -15.363 -27.098 0.51 -1.07 -0.75 -0.62
C -12.681 -14.841 -28.403 -1.24 1.26 -0.92 -0.22
O -13.682 -15.012 -29.417 -0.44 0.24 0.16 -0.49
C -13.430 -14.437 -30.707 -1.48 -0.44 0.95 -0.33
H -16.672 -12.928 -26.415 0.22 -0.69 -0.05 0.22
H -16.982 -12.279 -24.832 0.26 -0.09 0.24 0.17
H -18.298 -12.880 -25.749 -0.07 -0.39 -0.09 0.34
H -16.029 -15.334 -23.535 -0.13 -0.01 0.06 0.48
H -15.291 -13.835 -24.089 -0.41 0.39 0.07 -0.17
H -15.207 -16.355 -25.868 -0.75 -0.33 0.85 0.47
H -14.016 -15.630 -24.772 -0.38 -0.38 0.53 -0.15
H -15.099 -14.613 -27.147 0.10 0.51 -0.24 0.26
H -13.657 -16.338 -27.424 0.15 -0.41 0.50 0.46
H -12.421 -15.498 -26.423 -0.18 -0.05 0.29 0.18
H -11.815 -15.324 -28.861 0.55 -0.18 1.16 0.55
H -12.510 -13.766 -28.260 0.35 0.09 -0.23 -0.11
H -14.388 -13.985 -30.976 0.15 0.45 -0.09 0.26
H -13.350 -15.252 -31.426 0.92 0.12 -0.12 0.28
H -12.660 -13.668 -30.672 0.27 -0.25 -0.28 -0.15
C -5.955 -9.269 -15.049 -0.42 1.74 -0.49 -0.75
O -5.557 -10.273 -15.937 -0.02 0.49 -0.47 -0.33
C -4.615 -9.788 -16.887 0.78 -1.49 -1.56 -0.67
C -5.113 -9.263 -18.265 -1.73 -0.07 1.42 -0.36
N -5.893 -10.248 -18.984 0.44 -0.21 -0.80 -0.12
C -6.057 -9.944 -20.404 -0.56 -1.66 -0.28 -0.63
C -6.648 -11.190 -21.125 0.80 0.57 0.23 -0.58
O -6.747 -10.980 -22.511 -0.23 -0.01 -0.49 -0.31
C -7.164 -12.175 -23.139 1.12 0.23 -1.02 -0.47
H -5.147 -8.905 -14.405 0.00 -0.62 0.42 0.31
H -6.883 -9.501 -14.529 0.36 -0.60 0.28 0.28
H -6.218 -8.346 -15.587 -0.09 -0.08 -0.29 0.28
H -4.092 -10.694 -17.205 0.32 -0.05 0.36 0.33
H -3.875 -9.108 -16.464 -0.19 0.19 0.26 0.40
H -4.285 -9.031 -18.933 0.27 0.34 0.46 0.36
H -5.744 -8.388 -18.062 0.33 0.50 -0.30 0.24
H -6.660 -10.690 -18.504 -0.17 0.38 0.06 0.23
H -5.046 -9.769 -20.772 -0.11 0.17 -0.35 0.29
H -6.726 -9.140 -20.729 0.13 0.56 0.56 0.19
H -7.677 -11.361 -20.784 0.22 -0.42 0.58 0.29
H -5.954 -12.027 -21.003 -0.40 -0.24 0.62 0.38
H -6.371 -12.933 -23.123 -0.03 -0.18 0.68 0.35
H -7.184 -11.979 -24.214 -0.65 0.29 0.03 -0.14
H -8.101 -12.586 -22.761 -0.12 0.13 0.06 0.44
C -10.300 -14.944 -23.636 -0.37 0.98 -0.23 -0.25
O -10.541 -15.826 -24.731 0.35 0.20 2.39 -0.02
C -11.258 -16.962 -24.208 -1.17 -0.12 -2.82 0.24
C -10.825 -18.077 -25.147 1.34 -2.09 1.22 -0.99
N -9.539 -18.642 -24.619 -0.31 0.38 -0.95 -0.33
C -9.539 -19.306 -23.284 0.43 1.23 -2.53 -0.38
C -8.281 -20.159 -23.280 -0.63 -0.53 2.02 -0.47
O -8.345 -20.868 -22.020 0.67 -0.16 -0.77 -0.30
C -7.175 -21.655 -21.765 -0.90 0.54 -0.21 -0.73
H -9.761 -14.062 -23.981 0.39 -0.29 -0.15 -0.49
H -9.797 -15.393 -22.776 0.35 -0.30 -0.28 0.37
H -11.214 -14.511 -23.213 -0.40 -0.28 -0.18 0.34
H -12.320 -16.739 -24.355 -0.10 -0.06 0.35 -0.38
H -11.095 -17.246 -23.170 0.38 0.40 0.07 0.56
H -10.647 -17.801 -26.185 0.02 0.73 0.19 0.36
H -11.454 -18.963 -25.268 -0.66 0.33 0.56 0.38
H -8.877 -17.879 -24.697 0.32 -0.19 0.36 0.22
H -10.449 -19.904 -23.311 0.12 -0.24 0.59 0.30
H -9.544 -18.548 -22.500 -0.05 -0.42 0.50 0.20
H -7.351 -19.585 -23.271 -0.08 0.35 -0.33 0.31
H -8.280 -20.851 -24.123 -0.01 -0.03 -0.05 0.37
H -6.787 -22.095 -22.686 -0.13 -0.27 0.00 0.32
H -7.536 -22.409 -21.069 0.52 -0.17 0.06 0.24
H -6.373 -21.043 -21.345 -0.01 0.00 0.22 0.26
O -10.392 -7.240 -22.969 0.60 0.07 0.78 -0.60
C -10.393 -8.502 -23.583 -0.23 0.01 -2.22 0.38
C -9.037 -9.092 -23.913 0.50 -1.04 1.34 0.81
O -8.259 -8.244 -24.718 0.03 0.61 -0.45 -0.58
H -9.703 -6.746 -23.430 -0.18 0.23 0.08 0.36
H -11.071 -9.189 -23.079 0.19 0.08 0.26 0.38
H -10.772 -8.319 -24.603 -0.58 -0.36 0.04 -0.30
H -9.130 -10.026 -24.472 -0.52 0.16 -0.18 -0.65
H -8.479 -9.420 -23.029 0.03 0.42 0.17 -0.18
H -7.786 -7.596 -24.189 0.09 -0.16 0.10 0.31
O -8.542 -15.528 -32.438 0.06 -0.14 0.19 -0.59
C -9.667 -14.703 -32.113 1.74 0.08 -0.35 -0.26
C -9.286 -13.727 -30.989 -0.27 0.08 -0.32 0.15
O -9.030 -14.423 -29.794 -0.86 -0.89 0.76 -0.64
H -7.963 -15.527 -31.669 0.00 -0.20 0.02 0.35
H -9.838 -14.173 -33.054 -0.38 0.40 0.20 0.21
H -10.524 -15.358 -31.944 -0.14 0.33 0.58 0.22
H -10.072 -12.964 -30.928 -0.07 -0.39 0.55 -0.29
H -8.331 -13.197 -31.095 -0.23 0.10 -1.33 0.50
H -8.954 -13.769 -29.093 0.04 0.03 -0.03 0.09
O -12.795 -8.156 -30.153 -0.79 -0.05 -0.43 -0.64
C -12.757 -9.175 -31.151 1.42 -0.54 0.98 -0.34
C -12.506 -10.538 -30.480 0.62 -0.13 -0.89 -0.34
O -11.269 -10.533 -29.787 -0.48 0.41 0.92 0.60
H -12.195 -8.416 -29.438 0.23 -0.15 -0.12 0.23
H -13.599 -9.192 -31.840 -0.41 0.32 0.46 0.42
H -11.864 -8.993 -31.758 0.01 -0.04 -0.33 0.11
H -12.359 -11.321 -31.231 -0.78 0.01 -0.35 0.20
H -13.295 -10.829 -29.787 -0.02 0.11 0.06 0.29
H -10.559 -10.608 -30.437 -0.19 -0.23 -0.17 -0.37
O -3.867 -10.087 -27.866 0.36 0.04 0.96 -0.57
C -4.890 -11.049 -27.872 -0.63 0.11 -0.94 0.34
C -4.783 -11.878 -29.155 -0.64 -0.23 0.76 -0.45
O -6.057 -12.360 -29.528 -0.13 -1.20 -0.92 -0.54
H -4.095 -9.389 -28.484 -0.09 -0.01 -0.02 0.35
H -4.945 -11.670 -26.975 0.98 0.01 0.09 -0.07
H -5.890 -10.596 -27.829 0.01 0.39 -0.40 -0.06
H -4.141 -12.749 -29.005 -0.03 -0.05 0.06 0.32
H -4.306 -11.328 -29.969 -0.28 0.41 0.05 0.29
H -6.833 -11.952 -29.142 0.27 0.67 0.26 0.12
O -3.672 -15.893 -26.740 -0.17 -0.88 -0.42 -0.62
C -4.648 -14.850 -26.815 1.38 -1.15 -0.30 -0.44
C -5.221 -14.623 -25.454 -0.46 -0.47 -0.70 0.09
O -4.197 -14.152 -24.612 -0.14 0.66 0.38 -0.58
H -2.834 -15.639 -26.348 -0.18 0.58 0.13 0.33
H -4.141 -13.988 -27.252 -0.45 0.40 0.24 0.22
H -5.387 -15.235 -27.520 -0.16 0.24 0.07 0.32
H -5.591 -15.568 -25.050 -0.16 -0.07 -0.27 0.54
H -6.097 -13.982 -25.633 0.18 0.56 0.81 -0.24
H -4.122 -14.765 -23.879 0.08 0.10 0.09 0.35
O -9.433 -11.052 -31.636 1.08 1.73 -1.52 -0.56
C -8.620 -9.936 -32.068 1.57 1.41 0.98 -1.09
C -8.673 -8.666 -31.191 -0.73 -1.14 -0.13 0.13
O -8.022 -8.808 -29.936 0.27 0.00 -0.36 -0.73
H -9.228 -11.676 -32.342 -0.42 -0.49 0.37 0.28
H -7.550 -10.155 -31.975 -0.03 -0.80 -0.14 0.37
H -8.734 -9.598 -33.100 -0.76 -0.42 -0.13 0.50
H -9.720 -8.374 -31.072 0.00 0.31 0.19 -0.29
H -8.115 -7.899 -31.724 -0.16 0.10 -0.05 0.60
H -8.275 -9.627 -29.497 -0.18 -0.06 0.00 0.34
O -10.714 -10.785 -26.356 0.64 -0.83 0.33 0.65
C -10.079 -12.076 -26.451 -0.12 1.06 -1.62 1.10
C -8.794 -11.904 -27.301 0.05 -0.70 2.26 -1.97
O -8.990 -11.410 -28.608 0.33 -0.27 0.77 2.26
H -11.598 -10.945 -26.006 -0.16 0.64 0.00 -0.47
H -9.869 -12.534 -25.485 0.24 0.20 0.12 -0.29
H -10.787 -12.712 -26.988 0.18 -0.36 -0.04 -0.46
H -8.291 -12.875 -27.209 -0.20 -0.37 -1.17 0.47
H -8.056 -11.344 -26.712 -0.29 0.87 -0.16 0.19
H -9.605 -10.666 -28.479 -0.39 -0.10 -0.28 -0.57
O -8.484 -6.202 -29.023 -0.79 0.10 -0.53 -0.65
C -9.902 -6.093 -28.884 0.73 -0.78 0.44 -0.55
C -10.344 -6.975 -27.755 -2.34 -0.52 0.83 -0.29
O -10.311 -8.384 -28.087 0.50 0.71 -0.32 0.38
H -8.382 -7.155 -29.203 0.61 0.13 0.08 0.42
H -10.219 -5.062 -28.729 0.33 0.06 0.23 0.43
H -10.461 -6.447 -29.758 0.22 0.03 -0.26 0.16
H -11.416 -6.765 -27.614 -0.07 0.28 0.03 0.30
H -9.928 -6.844 -26.754 0.76 0.39 -0.33 0.15
H -10.495 -8.853 -27.268 -0.06 -0.37 0.09 -0.27
O -14.328 -10.116 -22.576 1.09 1.09 0.70 -0.58
C -13.834 -11.187 -23.364 -1.71 -0.54 0.06 -0.25
C -14.062 -10.799 -24.842 -1.39 -0.37 0.27 -0.32
O -13.088 -9.908 -25.294 0.25 0.33 -0.14 -0.54
H -15.283 -10.067 -22.505 -0.09 -0.43 -0.32 0.33
H -12.815 -11.390 -23.035 0.23 0.43 -0.49 0.16
H -14.393 -12.061 -23.013 0.00 -0.33 -0.73 0.18
H -15.047 -10.310 -24.879 0.01 0.30 0.47 0.37
H -14.294 -11.543 -25.610 1.14 -0.71 0.34 0.31
H -13.174 -9.128 -24.733 0.31 0.09 -0.10 0.27
```
Forces are in eV/Å.

Values from the calculation:
ΔE to the lowest compared entry with this formula, charge and spin = 440.3 kJ/mol
gap between HOMO and LUMO = 0.3266 Eh
highest occupied orbital energy = -8.7 eV
calculated total energy = -3400.62060 a.u.
structure (SMILES) = COCCNCCOC.COCCNCCOC.COCCNCCOC.OCCO.OCCO.OCCO.OCCO.OCCO.OCCO.OCCO.OCCO.OCCO
maximum force = 3.06 eV/Å

***

Record 2
Formula: C25H46P2Tl
Source: the OMol25 dataset
Level of theory: ωB97M-V with the def2-TZVPD basis set

Geometry as XYZ:
```
74
Properties=species:S:1:pos:R:3:forces:R:3:mulliken_charge:R:1
Tl 0.946 -1.590 -1.431 0.11 -0.83 1.16 0.40
C -0.519 -2.573 3.538 -0.89 1.77 2.07 0.59
C 0.851 -2.704 3.155 2.03 1.07 0.42 0.51
C 0.724 -1.088 4.764 -1.21 -0.03 0.15 0.72
C -0.598 -1.579 4.555 1.03 -0.72 -1.16 0.39
C 1.616 -1.787 3.894 -0.99 -1.67 -1.57 0.45
C -1.684 -3.311 3.016 -0.35 -0.41 -0.42 -1.58
H -1.396 -3.948 2.170 -0.21 0.05 0.21 0.38
H -2.470 -2.620 2.665 0.16 -0.24 0.15 0.31
H -2.135 -3.954 3.792 0.10 0.20 -0.28 0.36
C -1.803 -1.100 5.255 -0.24 0.20 0.02 -1.42
H -2.610 -1.826 5.134 -0.08 0.15 0.24 0.40
H -2.143 -0.137 4.841 -0.10 -0.12 0.26 0.20
H -1.573 -0.961 6.318 -0.36 0.03 -0.10 0.39
C 1.106 -0.019 5.724 0.17 0.34 0.25 -1.43
H 0.738 -0.262 6.743 0.21 0.20 -0.49 0.33
H 0.661 0.963 5.442 0.18 -0.56 0.18 0.25
H 2.203 0.110 5.760 -0.56 -0.04 0.10 0.40
C 3.070 -1.581 3.798 0.50 0.00 -0.02 -1.61
H 3.603 -2.138 4.579 0.08 0.12 -0.13 0.29
H 3.310 -0.521 3.915 0.18 -0.05 -0.03 0.37
H 3.446 -1.918 2.826 0.04 0.07 0.19 0.37
C 1.367 -3.666 2.148 0.37 -0.36 -0.33 -1.46
H 1.809 -4.557 2.636 -0.19 0.32 -0.29 0.27
H 2.161 -3.195 1.542 -0.26 -0.28 0.16 0.25
H 0.575 -4.018 1.465 0.35 0.11 0.23 0.31
C -1.649 0.913 -4.286 -2.44 -0.34 0.04 0.10
C -1.906 -0.410 -4.339 -0.46 0.75 -1.08 -0.39
C -1.033 -1.449 -4.956 -0.28 0.12 -0.49 -0.94
C 0.435 -1.101 -4.903 0.68 -1.11 -0.71 -1.23
C 1.001 -0.404 -3.725 2.15 0.32 -0.25 -0.11
C 1.123 0.917 -3.479 0.97 0.80 -1.14 -0.37
C 0.635 2.039 -4.386 -0.09 -0.04 0.52 -0.92
C -0.701 1.770 -5.057 0.11 0.24 -0.56 -1.05
H -1.285 -1.643 -6.015 -0.19 0.23 0.32 0.38
H 0.737 -0.600 -5.830 -0.06 0.18 0.15 0.37
H -1.243 -2.390 -4.467 0.14 -0.29 0.33 0.34
H -0.495 1.332 -6.039 -0.21 -0.13 0.18 0.35
H -2.449 1.503 -3.791 0.45 -0.34 -0.32 0.41
H -2.912 -0.801 -4.096 0.67 0.51 0.58 0.53
H -1.193 2.739 -5.280 0.15 -0.57 0.18 0.38
H 0.655 3.005 -3.864 -0.19 -0.25 0.16 0.23
H 1.940 1.293 -2.860 -0.36 -0.51 0.09 0.53
H 1.358 2.182 -5.198 0.29 -0.20 0.25 0.51
H 1.006 -2.044 -4.890 -0.37 0.09 -0.45 0.36
H 1.890 -1.001 -3.388 -0.64 0.80 0.05 0.69
P -1.995 1.061 -0.296 1.31 -2.13 -1.96 1.12
P 1.521 1.904 0.453 -0.22 -0.82 1.22 0.81
C -0.895 2.006 -1.350 -0.86 0.88 0.42 1.25
C 0.248 2.703 -0.668 1.16 0.23 0.23 -1.80
H -1.608 2.761 -1.708 0.51 0.25 -0.41 0.66
H -0.618 1.386 -2.191 0.08 -0.04 0.06 -1.58
H 0.877 3.114 -1.452 -0.13 0.75 -0.13 0.36
H -0.187 3.467 -0.034 0.19 0.60 -0.03 0.70
C 2.391 3.323 1.259 -0.04 0.28 -0.69 -1.36
H 3.087 2.857 1.976 -0.30 0.32 -0.19 0.40
H 1.709 4.014 1.772 0.25 -0.25 -0.04 0.38
H 2.981 3.867 0.490 -0.29 -0.04 0.59 0.43
C 2.901 1.455 -0.573 0.77 0.72 -0.67 -1.47
H 3.206 2.398 -1.034 0.51 -0.19 -0.39 0.48
H 2.753 0.697 -1.323 -0.11 -0.22 0.11 0.26
H 3.679 1.127 0.108 0.23 -0.05 0.04 0.42
C -3.707 1.398 -0.999 -0.59 0.67 1.07 -1.25
H -4.389 0.627 -0.631 0.10 0.07 0.05 0.43
H -3.714 1.336 -2.113 0.77 -0.12 0.91 0.34
H -4.136 2.369 -0.736 0.18 -0.09 0.12 0.40
C -1.862 -0.597 -1.208 -0.87 0.46 2.04 -0.41
H -1.626 -1.254 -0.375 0.22 -0.73 -0.28 0.65
H -1.093 -0.547 -1.979 -0.44 0.01 0.06 -1.00
H -2.848 -0.890 -1.617 0.72 0.21 0.15 0.36
C -1.106 0.956 1.393 -1.38 -1.39 0.48 -0.88
H -1.503 0.120 1.965 -0.72 -0.26 -0.02 0.14
H -1.243 1.798 2.059 -0.12 0.59 -0.30 0.55
H 0.006 0.672 1.416 -1.32 0.71 -1.27 -0.01
```
Forces are in eV/Å.

Values from the calculation:
ΔE to the lowest compared entry with this formula, charge and spin = 287.5 kJ/mol
gap between HOMO and LUMO (spin up / spin down) = 0.1650 / 0.2257 Eh
highest occupied orbital energy (spin up / spin down) = -7.6 / -9.2 eV
net charge = +1
calculated total energy = -1834.86977 a.u.
maximum force = 3.18 eV/Å